--- i ---
ORCA calculation (ωB97M-V/def2-TZVPD) on C5H12N2O in the gas phase.

Values from the calculation:
SMILES string ... CCNCC(=O)NC
HOMO level ... -9.0 eV
2S+1 ... 1

Positions of all 20 atoms, in Å:
C (-1.893, -1.819, -2.153)
C (-1.498, -0.691, -1.207)
N (-0.299, -1.071, -0.468)
C (0.077, -0.062, 0.505)
C (1.409, 0.616, 0.157)
O (1.999, 0.318, -0.875)
N (1.927, 1.532, 1.022)
C (1.402, 1.665, 2.395)
H (-1.200, -1.926, -2.988)
H (-2.884, -1.665, -2.571)
H (-1.845, -2.749, -1.586)
H (-1.443, 0.276, -1.726)
H (-2.322, -0.584, -0.497)
H (0.476, -1.164, -1.101)
H (0.122, -0.514, 1.497)
H (-0.640, 0.768, 0.533)
H (2.859, 1.896, 0.920)
H (1.672, 2.633, 2.806)
H (0.317, 1.701, 2.334)
H (1.764, 0.840, 3.002)

Atom charges from the Mulliken analysis, given in e for atoms 1 to 5:
1 C -1.26
2 C -0.33
3 N -0.34
4 C -0.86
5 C 0.66

---

--- ii ---
ORCA calculation (ωB97M-V/def2-TZVPD) on C5H12N2O in the gas phase.

Values from the calculation:
SMILES string ... CNC[C@@H](C)NC=O
HOMO level ... -9.0 eV
2S+1 ... 1

Positions of all 20 atoms, in Å:
C (-0.180, 2.280, 1.666)
N (-0.451, 0.888, 1.334)
C (-0.493, 0.738, -0.118)
C (-0.374, -0.741, -0.492)
C (-1.002, -0.999, -1.868)
N (1.041, -1.129, -0.572)
C (1.578, -2.025, 0.301)
O (0.987, -2.487, 1.261)
H (0.755, 2.700, 1.264)
H (-0.969, 2.886, 1.188)
H (-0.230, 2.542, 2.721)
H (0.240, 0.345, 1.833)
H (-1.360, 1.264, -0.495)
H (0.398, 1.238, -0.550)
H (-0.833, -1.318, 0.305)
H (-1.409, -2.001, -2.033)
H (-1.768, -0.262, -2.101)
H (-0.217, -0.975, -2.630)
H (1.676, -0.577, -1.120)
H (2.611, -2.367, 0.109)

Atom charges from the Mulliken analysis, given in e for atoms 1 to 5:
1 C -0.96
2 N -0.38
3 C -0.69
4 C 0.36
5 C -1.46

---

Name the most stable of them. i.

---

--- i ---
ORCA calculation (ωB97M-V/def2-TZVPD) on 2 unconnected molecules or ions with the total composition C3H4FIO.

Values from the calculation:
SMILES string ... O=C=CF.CI
HOMO level ... -9.6 eV
2S+1 ... 1

Positions of all 10 atoms, in Å:
O (-1.629, -1.114, 0.441)
C (-1.457, -0.124, -0.097)
C (-1.288, 0.774, -0.908)
F (-2.556, 1.123, -1.275)
H (-0.479, 1.349, -1.320)
C (1.355, -0.503, 0.796)
I (2.773, 0.399, -0.604)
H (0.147, -0.197, 0.502)
H (1.386, -0.198, 1.780)
H (1.747, -1.508, 0.686)

Atom charges from the Mulliken analysis, given in e for atoms 1 to 5:
1 O -0.32
2 C 0.71
3 C -0.42
4 F -0.24
5 H 0.28

---

--- ii ---
ORCA calculation (ωB97M-V/def2-TZVPD) on 2 unconnected molecules or ions with the total composition C3H4FIO.

Values from the calculation:
HOMO level (spin up / spin down) ... -8.7 / -9.2 eV
2S+1 ... 1

Positions of all 10 atoms, in Å:
C (-0.581, -1.196, 0.326)
C (0.121, 1.171, -1.021)
C (0.610, -0.536, 0.790)
O (-0.788, -2.109, -0.429)
F (1.849, -0.852, 0.368)
I (-1.360, 2.432, -0.375)
H (-1.527, -0.731, 0.937)
H (1.119, 1.389, -0.650)
H (-0.132, 0.477, -1.701)
H (0.689, -0.045, 1.756)

Atom charges from the Mulliken analysis, given in e for atoms 1 to 5:
1 C 0.12
2 C -1.01
3 C -0.07
4 O -0.49
5 F -0.23

---

Name the most stable of them. i.

---

--- i ---
ORCA calculation (ωB97M-V/def2-TZVPD) on 5 unconnected molecules or ions with the total composition CH12O4S2.

Values from the calculation:
SMILES string ... CSS.O.O.O.O
HOMO level ... -8.4 eV
2S+1 ... 1

Positions of all 19 atoms, in Å:
C (-1.540, -0.777, 1.330)
S (-2.046, 0.684, 0.410)
S (-3.590, 1.310, 1.674)
H (-0.963, -1.406, 0.654)
H (-2.431, -1.360, 1.565)
H (-1.026, -0.610, 2.262)
H (-3.942, 2.287, 0.826)
O (3.298, 0.154, -2.714)
H (3.791, 0.239, -3.542)
H (2.955, -0.749, -2.828)
O (2.992, -2.363, -1.892)
H (3.205, -1.967, -1.027)
H (2.591, -3.210, -1.685)
O (2.973, -1.146, 0.625)
H (3.682, -0.677, 1.073)
H (2.268, -0.495, 0.443)
O (1.490, 0.743, -0.593)
H (1.858, 0.834, -1.486)
H (0.538, 0.649, -0.709)

Atom charges from the Mulliken analysis, given in e for atoms 1 to 5:
1 C -0.94
2 S 0.00
3 S -0.21
4 H 0.30
5 H 0.38

---

--- ii ---
ORCA calculation (ωB97M-V/def2-TZVPD) on 5 unconnected molecules or ions with the total composition CH12O4S2.

Values from the calculation:
SMILES string ... CSS.O.O.O.O
HOMO level ... -9.4 eV
2S+1 ... 1

Positions of all 19 atoms, in Å:
C (-1.407, 2.279, -1.318)
S (-2.817, 2.228, -0.121)
S (-1.618, 1.558, 1.511)
H (-2.021, 2.676, -2.120)
H (-1.116, 1.256, -1.380)
H (-0.692, 2.974, -0.949)
H (-1.810, 0.331, 1.192)
O (1.328, -1.611, 2.696)
H (1.244, -1.177, 1.838)
H (1.315, -2.624, 2.471)
O (2.908, 1.464, -0.669)
H (2.232, 0.741, -0.871)
H (2.997, 1.469, 0.274)
O (2.270, -1.708, -0.527)
H (2.549, -2.314, -1.182)
H (2.355, -0.782, -0.759)
O (-2.184, -2.295, 0.250)
H (-2.937, -2.974, -0.139)
H (-2.594, -1.490, -0.198)

Atom charges from the Mulliken analysis, given in e for atoms 1 to 5:
1 C -0.68
2 S -0.10
3 S -0.16
4 H 0.26
5 H 0.24

---

Name the most stable of them. i.

---

--- i ---
ORCA calculation (ωB97M-V/def2-TZVPD) on C5H8N2 in the gas phase.

Values from the calculation:
SMILES string ... Cc1ccn(C)n1
HOMO level ... -9.3 eV
2S+1 ... 1

Positions of all 15 atoms, in Å:
C (-2.270, -0.733, 0.237)
C (-0.921, -0.213, -0.153)
C (-0.458, 1.143, 0.021)
C (0.756, 1.142, -0.557)
N (1.132, -0.155, -0.881)
C (2.111, -0.284, 0.313)
N (-0.002, -0.976, -0.685)
H (-3.073, -0.072, -0.109)
H (-2.350, -0.802, 1.330)
H (-2.419, -1.729, -0.182)
H (-0.928, 1.954, 0.551)
H (1.502, 1.898, -0.744)
H (2.974, -0.832, -0.029)
H (1.546, -0.789, 1.099)
H (2.468, 0.661, 0.769)

Atom charges from the Mulliken analysis, given in e for atoms 1 to 5:
1 C -1.06
2 C 0.86
3 C -0.59
4 C -0.49
5 N 0.08

---

--- ii ---
ORCA calculation (ωB97M-V/def2-TZVPD) on C5H8N2 in the gas phase.

Values from the calculation:
SMILES string ... NN1C=CC=CC1
HOMO level ... -6.6 eV
2S+1 ... 1

Positions of all 15 atoms, in Å:
N (-2.160, -0.187, 0.211)
N (-0.789, -0.152, -0.029)
C (-0.105, -1.295, -0.175)
C (1.465, -1.252, -0.123)
C (1.946, 0.022, 0.101)
C (1.232, 1.154, 0.146)
C (-0.238, 1.270, -0.090)
H (-2.505, -0.270, 1.193)
H (-2.371, -1.071, -0.255)
H (-0.699, -2.197, -0.261)
H (2.104, -2.021, -0.390)
H (3.064, 0.045, 0.383)
H (1.769, 2.025, 0.412)
H (-0.708, 1.800, 0.761)
H (-0.645, 1.592, -1.011)

Atom charges from the Mulliken analysis, given in e for atoms 1 to 5:
1 N -0.82
2 N 0.29
3 C 0.07
4 C -0.94
5 C 0.10

---

--- iii ---
ORCA calculation (ωB97M-V/def2-TZVPD) on C5H8N2 in the gas phase.

Values from the calculation:
SMILES string ... Cc1cn(C)cn1
HOMO level ... -8.4 eV
2S+1 ... 1

Positions of all 15 atoms, in Å:
C (-0.679, -2.262, -1.121)
C (-0.580, -0.957, -0.397)
C (0.276, -0.511, 0.578)
N (0.173, 0.869, 0.567)
C (1.056, 1.838, 1.181)
C (-0.751, 1.171, -0.380)
N (-1.239, 0.111, -0.964)
H (-1.652, -2.755, -1.024)
H (-0.561, -1.997, -2.177)
H (0.120, -2.958, -0.854)
H (0.932, -1.018, 1.276)
H (2.001, 1.361, 1.451)
H (1.271, 2.620, 0.447)
H (0.611, 2.296, 2.069)
H (-0.979, 2.193, -0.652)

Atom charges from the Mulliken analysis, given in e for atoms 1 to 5:
1 C -1.03
2 C 0.41
3 C -0.43
4 N 0.14
5 C -0.84

---

Name the most stable of them. iii.

---

--- i ---
ORCA calculation (ωB97M-V/def2-TZVPD) on C5H8N2 in the gas phase.

Values from the calculation:
HOMO level ... -7.8 eV
2S+1 ... 1

Positions of all 15 atoms, in Å:
C (-0.564, -2.643, -1.141)
N (-0.353, -1.382, -0.479)
C (0.275, -0.467, -1.110)
C (0.510, 0.828, -0.506)
C (-0.013, 0.902, 0.729)
C (0.171, 2.265, 1.842)
N (-0.556, 0.725, 1.816)
H (-0.151, -2.679, -2.164)
H (-1.640, -2.853, -1.191)
H (-0.106, -3.447, -0.551)
H (0.656, -0.607, -2.132)
H (1.033, 1.650, -0.974)
H (-0.144, 3.008, 1.099)
H (1.251, 2.251, 1.999)
H (-0.368, 2.448, 2.762)

Atom charges from the Mulliken analysis, given in e for atoms 1 to 5:
1 C -0.68
2 N -0.37
3 C 0.16
4 C -0.89
5 C 0.76

---

--- ii ---
ORCA calculation (ωB97M-V/def2-TZVPD) on C5H8N2 in the gas phase.

Values from the calculation:
SMILES string ... Cc1cn(C)cn1
HOMO level ... -8.5 eV
2S+1 ... 1

Positions of all 15 atoms, in Å:
C (-1.934, 1.364, -1.112)
C (-0.727, 0.791, -0.432)
C (-0.566, -0.371, 0.277)
N (0.771, -0.460, 0.594)
C (1.424, -1.719, 0.908)
C (1.344, 0.670, 0.110)
N (0.486, 1.443, -0.509)
H (-2.244, 2.304, -0.646)
H (-1.690, 1.589, -2.158)
H (-2.778, 0.667, -1.109)
H (-1.218, -1.011, 0.844)
H (0.677, -2.423, 1.288)
H (1.863, -2.153, 0.002)
H (2.204, -1.579, 1.657)
H (2.388, 0.889, 0.286)

Atom charges from the Mulliken analysis, given in e for atoms 1 to 5:
1 C -1.04
2 C 0.41
3 C -0.34
4 N 0.10
5 C -0.80

---

--- iii ---
ORCA calculation (ωB97M-V/def2-TZVPD) on C5H8N2 in the gas phase.

Values from the calculation:
SMILES string ... Cn1ccc(N)c1
HOMO level ... -7.6 eV
2S+1 ... 1

Positions of all 15 atoms, in Å:
C (2.296, 0.212, 0.008)
N (0.887, -0.085, 0.115)
C (0.337, -1.329, 0.226)
C (-1.031, -1.211, 0.180)
C (-1.327, 0.172, 0.014)
N (-2.628, 0.729, -0.032)
C (-0.124, 0.838, -0.032)
H (2.873, -0.651, 0.348)
H (2.579, 0.440, -1.026)
H (2.551, 1.067, 0.640)
H (0.968, -2.202, 0.343)
H (-1.751, -2.011, 0.286)
H (-3.137, 0.399, -0.843)
H (-2.590, 1.741, -0.078)
H (0.096, 1.891, -0.150)

Atom charges from the Mulliken analysis, given in e for atoms 1 to 5:
1 C -0.87
2 N 0.18
3 C -0.29
4 C -0.84
5 C 0.75

---

--- iv ---
ORCA calculation (ωB97M-V/def2-TZVPD) on 2 unconnected molecules or ions with the total composition C5H8N2.

Values from the calculation:
HOMO level ... -7.7 eV
2S+1 ... 1

Positions of all 15 atoms, in Å:
C (-2.326, 0.321, -0.786)
C (-0.909, -0.137, -1.002)
C (-0.401, 0.925, 0.770)
C (0.181, 0.769, -0.590)
C (2.169, -0.532, -0.044)
N (-1.008, -1.267, -0.116)
N (-1.544, -0.025, 0.426)
H (-2.978, -0.507, -0.824)
H (0.233, 0.432, 1.650)
H (-0.690, 1.862, 1.176)
H (0.505, 1.659, -1.095)
H (1.613, -1.316, 0.148)
H (2.480, 0.012, 0.724)
H (2.874, -0.562, -0.817)
H (-0.198, -1.635, 0.379)

Atom charges from the Mulliken analysis, given in e for atoms 1 to 5:
1 C -0.49
2 C 0.38
3 C -0.35
4 C -0.46
5 C -0.92

---

Name the most stable of them. ii.

---

--- i ---
ORCA calculation (ωB97M-V/def2-TZVPD) on C5H8N2 in the gas phase.

Values from the calculation:
SMILES string ... Cc1cc(N)c[nH]1
HOMO level ... -7.3 eV
2S+1 ... 1

Positions of all 15 atoms, in Å:
C (2.331, -0.537, -0.016)
C (0.887, -0.157, 0.062)
C (-0.231, -0.805, -0.410)
C (-1.351, 0.052, -0.202)
N (-2.666, -0.214, -0.637)
C (-0.885, 1.190, 0.411)
N (0.483, 1.048, 0.560)
H (2.925, -0.033, 0.754)
H (2.462, -1.615, 0.114)
H (2.754, -0.268, -0.991)
H (-0.246, -1.782, -0.878)
H (-3.351, 0.356, -0.157)
H (-2.910, -1.189, -0.518)
H (-1.402, 2.076, 0.749)
H (1.094, 1.737, 0.966)

Atom charges from the Mulliken analysis, given in e for atoms 1 to 5:
1 C -1.15
2 C 0.20
3 C -0.75
4 C 0.93
5 N -0.56

---

--- ii ---
ORCA calculation (ωB97M-V/def2-TZVPD) on C5H8N2 in the gas phase.

Values from the calculation:
SMILES string ... [H]/N=C/C(N)=C=CC
HOMO level ... -8.4 eV
2S+1 ... 1

Positions of all 15 atoms, in Å:
H (-2.026, -2.672, -0.291)
N (-1.511, -1.807, -0.124)
C (-0.282, -1.971, -0.408)
C (0.707, -0.871, -0.286)
N (2.061, -1.288, -0.298)
C (0.290, 0.379, -0.268)
C (-0.213, 1.580, -0.361)
C (-0.845, 2.349, 0.770)
H (0.149, -2.923, -0.750)
H (2.268, -1.973, 0.421)
H (2.702, -0.509, -0.213)
H (-0.230, 2.059, -1.342)
H (-0.853, 1.763, 1.692)
H (-0.333, 3.300, 0.953)
H (-1.884, 2.584, 0.507)

Atom charges from the Mulliken analysis, given in e for atoms 1 to 5:
1 H 0.24
2 N -0.57
3 C -0.24
4 C 0.27
5 N -0.60

---

--- iii ---
ORCA calculation (ωB97M-V/def2-TZVPD) on 2 unconnected molecules or ions with the total composition C5H8N2.

Values from the calculation:
SMILES string ... CC1C=C1.N=C=N
HOMO level ... -9.0 eV
2S+1 ... 1

Positions of all 15 atoms, in Å:
C (-1.615, 0.827, 1.196)
C (-0.876, 0.868, -0.112)
C (0.570, 0.484, -0.256)
C (-0.344, -0.391, -0.760)
H (-1.452, 1.850, 1.440)
H (-1.088, 0.121, 1.948)
H (-2.675, 0.656, 1.051)
H (-1.121, 1.651, -0.810)
H (1.464, 0.884, 0.084)
H (-0.837, -1.126, -1.290)
N (2.657, -1.281, -2.409)
C (2.550, -2.205, -1.583)
N (2.503, -2.765, -0.547)
H (2.019, -0.916, -3.108)
H (2.999, -3.662, -0.195)

Atom charges from the Mulliken analysis, given in e for atoms 1 to 5:
1 C -1.01
2 C -0.16
3 C -0.52
4 C -0.49
5 H 0.29

---

Name the most stable of them. i.